Formula: C30H69N10PtSb
Source: the OMol25 dataset
Level of theory: the ωB97M-V functional and the def2-TZVPD basis

Each line ends with the Mulliken charge.
CARTESIAN COORDINATES (ANGSTROEM)
Pt -0.02250 0.40286 0.18798  6.438
C -4.24376 0.04319 4.09886  -1.083
N -3.01556 -0.66559 3.78521  0.559
C -2.51628 -1.65172 4.72773  -0.900
C -2.59347 -0.77593 2.45335  -0.926
N -1.51666 -0.15969 2.06020  0.113
C -0.83690 0.75731 2.95774  -1.105
C -0.98217 2.19248 2.45308  -0.684
N -0.97512 2.28006 0.97384  -0.245
C -2.35203 2.21827 0.44720  -0.449
C -2.41761 1.82853 -1.04239  -1.411
N -1.09443 1.52470 -1.57737  0.126
C -0.93340 1.66426 -2.86851  -0.833
N -2.04935 1.95384 -3.66916  0.370
C -2.62312 0.87915 -4.45419  -0.915
C -2.41675 3.31393 -4.00241  -1.116
N 0.23880 1.52965 -3.52592  0.391
C 1.50775 1.16681 -2.92730  -0.733
C 0.36121 1.82037 -4.94702  -1.133
C -0.28540 3.50074 0.50311  -1.195
C 1.17019 3.22433 0.11495  -0.553
N 1.67673 2.06506 0.82342  -0.360
C 2.78083 2.15542 1.50794  -0.243
N 3.47182 3.34393 1.67136  0.383
C 4.90696 3.38996 1.43569  -1.146
C 2.92559 4.50035 2.35460  -0.927
N 3.39483 1.05811 2.04632  0.221
C 3.03159 -0.28837 1.66484  -0.680
C 4.13393 1.16618 3.30001  -1.233
N -3.35644 -1.52178 1.61941  0.395
C -4.37963 -2.43374 2.10708  -1.109
C -3.01805 -1.73727 0.22578  -0.484
H -5.13626 -0.59329 4.13201  0.349
H -4.41053 0.82490 3.35694  0.289
H -4.13308 0.51452 5.07662  0.378
H -2.72548 -1.30487 5.73860  0.362
H -1.43492 -1.75596 4.61420  0.258
H -2.97028 -2.64320 4.60704  0.263
H 0.22350 0.50057 2.96648  -0.092
H -1.20696 0.70945 3.98331  0.701
H -0.15521 2.77573 2.85360  0.363
H -1.91666 2.62165 2.82743  0.569
H -2.83773 3.18751 0.59982  0.630
H -2.89857 1.48512 1.03161  -0.055
H -2.88546 2.63804 -1.59900  0.556
H -3.07081 0.95797 -1.14572  0.379
H -2.30897 -0.08078 -4.04326  0.119
H -2.32500 0.91746 -5.50999  0.311
H -3.71357 0.93350 -4.41274  0.366
H -1.88380 4.01267 -3.35752  0.278
H -3.49221 3.45758 -3.86564  0.364
H -2.18036 3.56727 -5.04358  0.383
H 1.39090 0.92302 -1.87783  -0.637
H 2.22398 1.98661 -3.02595  0.346
H 1.91453 0.30421 -3.45648  0.592
H -0.57290 2.17188 -5.36720  0.376
H 0.68113 0.92897 -5.49165  0.290
H 1.11527 2.59591 -5.09442  0.359
H -0.34384 4.26971 1.27700  0.593
H -0.80369 3.88554 -0.37325  0.505
H 1.77138 4.11779 0.27382  0.900
H 1.19026 3.00097 -0.95232  -0.452
H 5.23120 2.49299 0.91394  0.326
H 5.48144 3.48719 2.36312  0.344
H 5.13348 4.25661 0.81081  0.388
H 1.88422 4.33407 2.62749  0.191
H 2.99466 5.39724 1.73267  0.326
H 3.48946 4.69522 3.27336  0.365
H 3.21970 -0.44556 0.59987  0.262
H 1.97664 -0.50951 1.85829  -0.275
H 3.64040 -0.98518 2.23751  0.444
H 4.23176 2.20420 3.59931  0.434
H 5.12990 0.73270 3.20177  0.324
H 3.60017 0.63945 4.09583  0.371
H -4.61294 -2.24721 3.14849  0.392
H -4.04246 -3.46936 2.00357  0.316
H -5.28819 -2.31251 1.51688  0.308
H -2.32410 -0.97529 -0.11028  -0.962
H -3.92662 -1.70687 -0.37846  0.553
H -2.55828 -2.72380 0.09463  0.468
C 3.46366 -1.32275 -2.16375  -1.464
C 2.77579 -2.46497 -1.42805  0.661
C 2.83817 -3.75100 -2.24980  -1.438
Sb 0.74535 -2.00012 -0.70663  -2.421
C -0.63592 -2.67302 -2.28104  1.158
C -0.13290 -2.19344 -3.63963  -1.583
C -0.89316 -4.17446 -2.25626  -1.542
C 0.88926 -3.41571 0.98459  0.784
C -0.18936 -3.18363 2.03450  -1.003
C 0.97139 -4.89604 0.63082  -1.529
H 4.50760 -1.59040 -2.34542  0.497
H 3.44989 -0.38952 -1.59724  0.165
H 3.00604 -1.15451 -3.13938  0.374
H 3.29035 -2.63157 -0.47766  0.559
H 2.63252 -3.56198 -3.30286  0.335
H 2.15508 -4.52177 -1.90028  0.205
H 3.84790 -4.16240 -2.18913  0.417
H -1.56118 -2.14342 -2.04434  0.114
H 0.75431 -2.74525 -3.94824  0.211
H 0.10209 -1.12486 -3.63872  0.416
H -0.90379 -2.37018 -4.39318  0.510
H 0.02991 -4.74661 -2.33256  0.270
H -1.51565 -4.45071 -3.11083  0.492
H -1.41802 -4.48149 -1.35095  0.282
H 1.85341 -3.10405 1.39970  0.228
H -1.15298 -3.57515 1.69840  0.219
H -0.30575 -2.12902 2.26987  -0.342
H 0.08311 -3.71594 2.94950  0.590
H 0.05713 -5.25483 0.16095  0.240
H 1.09991 -5.45586 1.56036  0.482
H 1.81913 -5.13559 -0.00885  0.360

Summary:
**Molar mass**: 886.79 g mol⁻¹
**HOMO (spin up / spin down)**: -0.4853 / -0.4852 Ha
**Spin multiplicity**: 1
**Total charge**: +2
**ΔE to the lowest compared entry with this formula, charge and spin**: 9.4 kcal/mol